[1]
Entry from the OMol25 dataset: 11 unconnected molecules or ions with the total composition C44H121N11O11 at a distorted geometry (ωB97M-V/def2-TZVPD).

Geometry (Å):
C -1.159 7.099 -9.237
O -2.039 6.014 -9.475
C -1.831 5.331 -10.727
C -2.544 3.991 -10.917
C -2.069 2.945 -9.943
N -2.278 3.403 -12.242
H -0.367 6.897 -8.515
H -1.692 7.934 -8.782
H -0.696 7.465 -10.153
H -2.026 5.952 -11.601
H -0.780 5.049 -10.800
H -3.606 4.155 -10.732
H -2.196 3.294 -8.918
H -0.995 2.814 -10.072
H -2.592 1.997 -10.066
H -2.728 2.499 -12.234
H -1.351 3.095 -12.500
C -11.106 8.066 -6.958
O -10.422 7.176 -5.987
C -9.033 7.427 -5.944
C -8.289 6.174 -5.426
C -8.670 5.729 -3.996
N -6.838 6.280 -5.455
H -11.061 9.094 -6.597
H -12.169 7.826 -6.951
H -10.811 7.946 -8.001
H -8.464 7.632 -6.851
H -8.780 8.244 -5.267
H -8.681 5.423 -6.113
H -8.068 6.218 -3.230
H -8.683 4.662 -3.772
H -9.726 5.930 -3.817
H -6.537 7.050 -4.875
H -6.478 6.508 -6.371
C -2.698 11.236 -2.133
O -3.270 9.945 -1.812
C -3.322 9.596 -0.382
C -2.009 8.957 0.218
C -1.793 7.552 -0.157
N -1.843 9.026 1.681
H -1.680 11.338 -1.756
H -3.197 12.106 -1.707
H -2.739 11.337 -3.218
H -3.565 10.537 0.111
H -4.148 8.899 -0.245
H -1.268 9.561 -0.306
H -1.816 7.536 -1.247
H -2.591 6.890 0.180
H -0.849 7.140 0.201
H -2.728 8.836 2.131
H -1.657 9.978 1.962
C 4.522 -9.534 -1.306
O 4.513 -10.129 -0.079
C 3.672 -11.285 -0.068
C 3.646 -11.924 1.234
C 2.627 -13.076 1.389
N 3.278 -10.958 2.311
H 3.546 -9.059 -1.400
H 4.761 -10.157 -2.168
H 5.243 -8.716 -1.291
H 2.654 -11.078 -0.400
H 4.065 -11.994 -0.797
H 4.641 -12.281 1.499
H 2.700 -13.520 2.382
H 2.940 -13.801 0.637
H 1.590 -12.777 1.237
H 3.402 -10.008 1.992
H 4.018 -10.889 2.995
C -2.024 -0.106 -1.111
O -0.709 -0.390 -0.615
C -0.727 -0.587 0.838
C 0.755 -0.859 1.381
C 1.383 -2.215 0.972
N 0.726 -0.891 2.797
H -2.407 0.835 -0.716
H -2.784 -0.857 -0.894
H -1.961 0.044 -2.188
H -1.232 0.254 1.313
H -1.404 -1.386 1.138
H 1.405 -0.088 0.965
H 1.496 -2.303 -0.108
H 0.745 -3.024 1.328
H 2.387 -2.283 1.391
H 0.180 -1.639 3.201
H 0.365 0.006 3.088
C 8.712 2.830 10.024
O 7.569 2.141 9.608
C 7.502 1.818 8.247
C 6.248 1.042 7.815
C 5.990 -0.272 8.608
N 6.425 0.735 6.349
H 8.936 3.661 9.355
H 9.541 2.131 9.913
H 8.466 3.295 10.978
H 7.654 2.745 7.694
H 8.381 1.249 7.944
H 5.314 1.603 7.832
H 5.867 0.052 9.642
H 6.894 -0.863 8.757
H 5.198 -0.923 8.238
H 5.504 0.480 6.022
H 6.665 1.641 5.973
C -5.655 -3.365 -7.010
O -5.046 -4.646 -6.951
C -3.789 -4.679 -6.238
C -2.676 -3.764 -6.767
C -2.396 -4.008 -8.253
N -1.421 -3.985 -6.056
H -6.704 -3.523 -7.261
H -5.060 -2.751 -7.686
H -5.678 -2.883 -6.033
H -4.023 -4.328 -5.233
H -3.491 -5.724 -6.154
H -3.023 -2.738 -6.646
H -2.058 -5.015 -8.495
H -1.715 -3.217 -8.566
H -3.298 -3.849 -8.845
H -1.725 -3.698 -5.136
H -0.732 -3.347 -6.428
C -5.609 5.846 4.927
O -4.636 4.828 4.821
C -4.131 4.480 6.142
C -3.004 3.532 5.909
C -2.461 3.110 7.325
N -1.808 4.132 5.298
H -6.377 5.681 5.683
H -6.174 5.735 4.002
H -5.220 6.848 5.107
H -3.871 5.366 6.722
H -4.914 3.898 6.627
H -3.392 2.698 5.323
H -2.334 3.935 8.026
H -1.566 2.488 7.292
H -3.263 2.520 7.767
H -1.238 4.662 5.942
H -2.145 4.800 4.618
C -0.492 -4.658 11.936
O -1.339 -4.226 10.899
C -1.071 -4.801 9.549
C -2.171 -4.370 8.623
C -3.586 -4.907 8.780
N -1.768 -4.313 7.230
H -0.646 -5.700 12.217
H -0.684 -4.086 12.843
H 0.555 -4.506 11.673
H -0.105 -4.412 9.227
H -0.919 -5.878 9.625
H -2.204 -3.288 8.752
H -3.656 -5.991 8.870
H -4.226 -4.694 7.923
H -4.062 -4.524 9.682
H -2.515 -4.046 6.605
H -1.533 -5.232 6.884
C 6.047 -7.507 6.134
O 6.838 -8.029 5.121
C 7.328 -7.158 4.118
C 8.653 -7.770 3.617
C 9.224 -6.965 2.533
N 8.399 -9.099 3.179
H 5.078 -7.249 5.707
H 6.578 -6.654 6.557
H 5.975 -8.259 6.920
H 6.604 -7.140 3.304
H 7.494 -6.115 4.389
H 9.450 -7.716 4.358
H 9.186 -5.924 2.853
H 8.684 -7.011 1.587
H 10.290 -7.068 2.331
H 7.968 -9.562 3.966
H 7.692 -9.085 2.459
C 4.404 -0.366 -7.519
O 3.282 0.096 -6.823
C 3.539 0.698 -5.535
C 4.088 2.186 -5.540
C 4.149 2.834 -4.087
N 3.204 2.988 -6.361
H 4.153 -1.121 -8.264
H 5.119 -0.800 -6.820
H 4.913 0.463 -8.011
H 2.608 0.781 -4.975
H 4.174 0.107 -4.875
H 5.090 2.219 -5.968
H 4.973 2.379 -3.537
H 3.266 2.659 -3.473
H 4.308 3.908 -4.183
H 2.302 2.838 -5.932
H 3.055 2.558 -7.263

Results
structure (SMILES) = COC[C@H](C)N.COC[C@H](C)N.COC[C@H](C)N.COC[C@H](C)N.COC[C@H](C)N.COC[C@H](C)N.COC[C@H](C)N.COC[C@H](C)N.COC[C@H](C)N.COC[C@H](C)N.COC[C@H](C)N
lowest unoccupied orbital energy = 0.01317 hartree
HOMO = -8.9933 eV
energy relative to the best compared isomer or geometry (same formula, charge and spin) = 615.2 kJ/mol
net charge = 0
molar mass = 980.518 Da
spin multiplicity = 1
Kohn-Sham gap = 9.35 eV

[2]
Entry from the OMol25 dataset: 11 unconnected molecules or ions with the total composition C44H121N11O11 at a distorted geometry (ωB97M-V/def2-TZVPD).

Geometry (Å):
C 1.886 -0.783 -3.822
O 1.153 -0.709 -5.056
C -0.207 -0.574 -4.846
C -0.923 0.147 -5.965
C -0.105 1.251 -6.610
N -2.187 0.809 -5.432
H 2.918 -1.037 -4.039
H 1.396 -1.583 -3.243
H 1.838 0.150 -3.240
H -0.674 -1.534 -4.581
H -0.338 0.000 -3.905
H -1.346 -0.587 -6.659
H 0.812 0.860 -7.071
H 0.269 1.940 -5.847
H -0.658 1.750 -7.405
H -2.553 1.260 -6.269
H -1.756 1.585 -4.917
C 0.456 -7.183 2.256
O 0.677 -7.047 0.874
C -0.528 -6.861 0.151
C -0.204 -6.730 -1.306
C 0.312 -5.356 -1.727
N -1.471 -7.069 -2.065
H 0.250 -6.243 2.768
H 1.398 -7.606 2.609
H -0.331 -7.922 2.457
H -1.261 -7.627 0.430
H -1.027 -5.912 0.457
H 0.448 -7.557 -1.605
H 1.266 -5.154 -1.230
H -0.459 -4.650 -1.428
H 0.508 -5.374 -2.797
H -1.214 -7.348 -3.011
H -2.018 -6.219 -2.225
C -1.109 7.936 4.716
O -0.698 6.605 4.791
C 0.169 6.242 3.750
C -0.518 6.135 2.427
C -1.880 5.424 2.512
N 0.408 5.524 1.445
H -1.544 8.244 5.667
H -1.917 8.105 3.982
H -0.260 8.582 4.453
H 1.003 6.964 3.750
H 0.663 5.295 4.002
H -0.675 7.173 2.097
H -2.281 5.212 1.517
H -2.642 6.059 2.979
H -1.805 4.496 3.087
H 0.545 4.568 1.766
H -0.188 5.518 0.623
C -0.487 -2.167 0.190
O -0.852 -0.831 -0.065
C -0.065 -0.003 0.757
C -0.432 1.462 0.710
C -0.128 2.133 -0.628
N 0.281 2.193 1.764
H -0.885 -2.372 1.190
H 0.589 -2.373 0.209
H -1.002 -2.784 -0.536
H -0.046 -0.359 1.801
H 0.980 -0.107 0.390
H -1.522 1.576 0.831
H -0.597 3.110 -0.710
H -0.413 1.545 -1.509
H 0.952 2.320 -0.766
H 0.174 1.781 2.683
H 1.284 2.327 1.556
C 2.209 1.109 5.047
O 3.413 0.576 4.478
C 3.918 -0.550 5.172
C 4.719 -1.432 4.241
C 6.015 -0.788 3.756
N 3.941 -1.951 3.061
H 1.949 1.962 4.413
H 2.383 1.494 6.058
H 1.389 0.382 4.992
H 4.507 -0.200 6.038
H 3.075 -1.078 5.648
H 4.974 -2.341 4.805
H 5.864 0.051 3.070
H 6.590 -1.497 3.153
H 6.680 -0.443 4.553
H 3.377 -1.151 2.736
H 3.207 -2.551 3.464
C -1.119 -4.600 7.470
O -0.239 -5.229 6.516
C -0.315 -4.672 5.227
C 0.211 -3.288 5.005
C -0.157 -2.824 3.622
N 1.692 -3.231 5.077
H -0.490 -4.061 8.179
H -1.649 -5.399 7.982
H -1.817 -3.947 6.950
H 0.330 -5.300 4.604
H -1.347 -4.828 4.872
H -0.200 -2.482 5.624
H 0.212 -3.542 2.873
H 0.344 -1.886 3.389
H -1.229 -2.727 3.443
H 2.041 -3.478 6.002
H 2.053 -3.976 4.474
C 2.464 3.807 -2.951
O 3.456 2.868 -3.332
C 3.396 2.466 -4.684
C 3.979 3.508 -5.631
C 3.897 2.993 -7.057
N 5.433 3.714 -5.252
H 2.451 4.734 -3.541
H 2.585 4.143 -1.917
H 1.454 3.349 -2.931
H 4.059 1.605 -4.820
H 2.389 2.101 -4.934
H 3.487 4.472 -5.508
H 4.016 1.906 -7.117
H 4.569 3.514 -7.727
H 2.863 3.123 -7.420
H 5.456 4.486 -4.591
H 5.785 2.914 -4.736
C -3.087 -1.987 -2.581
O -4.460 -1.921 -2.222
C -5.039 -3.183 -2.065
C -6.006 -3.503 -3.163
C -6.675 -4.858 -3.097
N -5.254 -3.435 -4.456
H -2.590 -2.864 -2.143
H -2.515 -1.200 -2.058
H -2.895 -1.781 -3.637
H -4.317 -3.976 -1.852
H -5.639 -3.061 -1.149
H -6.785 -2.724 -3.180
H -7.415 -4.925 -2.299
H -5.957 -5.665 -2.894
H -7.057 -5.109 -4.084
H -5.891 -3.466 -5.263
H -4.968 -2.454 -4.614
C -3.711 -3.990 1.532
O -3.002 -4.911 2.304
C -3.623 -5.148 3.543
C -3.144 -6.467 4.097
C -3.840 -7.638 3.376
N -3.429 -6.511 5.560
H -3.968 -3.089 2.110
H -4.671 -4.437 1.225
H -3.192 -3.666 0.634
H -3.330 -4.350 4.243
H -4.718 -5.189 3.433
H -2.070 -6.616 3.958
H -4.908 -7.707 3.596
H -3.375 -8.593 3.628
H -3.739 -7.512 2.288
H -3.174 -7.428 5.923
H -4.431 -6.491 5.750
C 4.027 6.574 0.932
O 4.778 5.473 0.592
C 4.003 4.320 0.492
C 4.186 3.472 1.763
C 5.586 2.991 1.987
N 3.199 2.353 1.745
H 3.143 6.674 0.285
H 4.597 7.492 0.815
H 3.672 6.496 1.967
H 2.952 4.638 0.426
H 4.249 3.753 -0.416
H 3.839 4.081 2.612
H 5.739 2.212 1.228
H 5.755 2.630 2.997
H 6.356 3.737 1.779
H 3.426 1.805 0.904
H 3.291 1.698 2.521
C -0.543 7.154 -3.543
O -1.717 6.504 -3.115
C -1.900 5.227 -3.615
C -2.231 5.292 -5.043
C -3.695 5.757 -5.258
N -1.970 4.076 -5.821
H 0.326 6.595 -3.165
H -0.476 8.121 -3.052
H -0.546 7.273 -4.625
H -1.003 4.605 -3.489
H -2.749 4.834 -3.057
H -1.587 6.069 -5.498
H -3.826 5.963 -6.318
H -3.937 6.596 -4.619
H -4.292 4.878 -4.982
H -1.008 3.987 -6.139
H -2.462 4.085 -6.712

Results
structure (SMILES) = COC[C@H](C)N.COC[C@H](C)N.COC[C@H](C)N.COC[C@H](C)N.COC[C@H](C)N.COC[C@H](C)N.COC[C@H](C)N.COC[C@H](C)N.COC[C@H](C)N.COC[C@H](C)N.COC[C@H](C)N
lowest unoccupied orbital energy = 0.01984 hartree
HOMO = -8.8128 eV
energy relative to the best compared isomer or geometry (same formula, charge and spin) = 249.1 kJ/mol
net charge = 0
molar mass = 980.518 Da
spin multiplicity = 1
Kohn-Sham gap = 9.35 eV